a | A single C4H3FO molecule. Source: the Open Molecules 2025 dataset; level of theory: the ωB97M-V functional and the def2-TZVPD basis.

Element x y z (Å)
O 0.687 1.855 -0.026
H -3.320 -0.292 -0.265
H 1.222 -0.889 1.125
C -1.148 0.337 -0.048
C 0.230 0.737 0.043
C -2.296 -0.065 -0.113
F 2.477 -0.001 -0.223
H 0.928 -1.238 -0.601
C 1.220 -0.444 0.109

Computed properties:
* multiplicity: 1
* LUMO energy: -0.168 eV
* SMILES string: C#CC(=O)CF
* frontier orbital gap: 10.52 eV



b | A single C4H3FO molecule. Source: the Open Molecules 2025 dataset; level of theory: the ωB97M-V functional and the def2-TZVPD basis.

Element x y z (Å)
C -1.189 1.152 0.026
O -1.281 2.294 -0.017
C 0.461 -0.141 0.297
C 1.069 0.909 -0.228
H 0.742 1.611 -1.010
H 1.008 -0.671 0.957
H -1.681 -1.003 0.030
F 2.311 1.096 0.095
C -0.951 -0.171 0.188

Computed properties:
* multiplicity: 1
* LUMO energy: 0.957 eV
* SMILES string: O=C=C/C=C/F
* frontier orbital gap: 9.24 eV



Unit: hartree. Relative energies: a 0.0000; b 0.0080.



a | A single C6H10Cl2 molecule. Source: the Open Molecules 2025 dataset; level of theory: the ωB97M-V functional and the def2-TZVPD basis.

Element x y z (Å)
C 1.709 -0.549 -0.039
C -1.154 -0.826 -1.248
H -2.032 -0.789 1.573
C 0.967 1.818 -0.192
H -1.303 0.717 -0.042
C 0.729 0.404 -0.012
C -0.702 -0.148 0.098
H -0.578 -1.783 -1.548
H 1.920 2.252 -0.678
H -2.206 -1.084 -1.116
Cl 1.440 -2.236 -0.062
H -0.317 -1.543 1.764
H 0.642 2.351 0.868
C -1.006 -0.656 1.445
H -0.465 0.204 2.129
H -1.095 -0.190 -2.112
Cl 3.442 -0.206 0.062
H 0.010 2.265 -0.890

Computed properties:
* multiplicity: 1
* LUMO energy: 0.760 eV
* SMILES string: CC(=C(Cl)Cl)C(C)C
* frontier orbital gap: 9.58 eV



b | A single C6H10Cl2 molecule. Source: the Open Molecules 2025 dataset; level of theory: the ωB97M-V functional and the def2-TZVPD basis.

Element x y z (Å)
H -1.594 1.343 -0.419
Cl -2.108 -0.755 -1.256
H -1.268 -0.957 1.485
H -2.513 0.229 1.566
C -1.188 0.358 -0.188
H -0.157 -2.157 0.359
H 0.089 2.375 -1.428
C 0.827 -1.996 -0.019
C 0.336 0.504 -0.438
C -1.491 0.070 1.246
H 0.700 2.390 0.227
C 1.127 -0.563 -0.332
C 0.808 1.872 -0.711
H -0.850 0.623 1.910
Cl 2.916 -0.428 -0.512
H 1.003 -2.460 -1.042
H 1.827 1.928 -1.125
H 1.535 -2.375 0.678

Computed properties:
* multiplicity: 1
* LUMO energy: 0.845 eV
* SMILES string: C/C(Cl)=C(/C)[C@H](C)Cl
* frontier orbital gap: 10.03 eV



Unit: hartree. Relative energies: a 0.0683; b 0.0000.



a | A single C5H6F2 molecule. Source: the Open Molecules 2025 dataset; level of theory: the ωB97M-V functional and the def2-TZVPD basis.

Element x y z (Å)
H -1.447 1.812 0.444
C 0.697 1.258 -0.394
H -1.330 1.182 -1.366
H -0.857 -1.471 1.661
H 1.104 1.417 -1.408
C -0.853 1.231 -0.317
H 1.248 1.812 0.350
H -0.931 -1.872 -0.578
C 0.002 -1.334 -0.417
F 1.197 -1.227 1.915
C -0.077 0.061 -0.028
F 1.164 -1.828 -0.994
C 0.082 -1.041 1.133

Computed properties:
* multiplicity: 1
* LUMO energy: 0.947 eV
* SMILES string: F[C@@H]1[C@H](F)C12CC2
* frontier orbital gap: 10.65 eV



b | A single C5H6F2 molecule. Source: the Open Molecules 2025 dataset; level of theory: the ωB97M-V functional and the def2-TZVPD basis.

Element x y z (Å)
C -0.025 -0.380 0.542
H -0.725 -2.251 0.064
H 0.101 -0.565 1.588
C -0.107 0.892 0.141
H 0.638 2.202 -1.374
C -1.101 -1.279 0.132
F 2.268 -0.315 0.896
C 1.360 -0.752 0.038
C -0.028 2.039 -0.488
H -1.548 -0.994 -0.822
H -0.742 2.837 -0.412
H -1.845 -1.176 0.888
F 1.754 -0.258 -1.194

Computed properties:
* multiplicity: 1
* LUMO energy (spin up / spin down): 0.263 / -0.008 eV
* frontier orbital gap (spin up / spin down): 8.96 / 7.90 eV



Unit: hartree. Relative energies: a 0.0000; b 0.0664.



a | A single C3H5F molecule. Source: the Open Molecules 2025 dataset; level of theory: the ωB97M-V functional and the def2-TZVPD basis.

Element x y z (Å)
H 2.055 -0.919 1.056
H -0.928 -0.525 -1.534
H 0.809 -0.027 1.776
H -0.571 1.198 -1.119
H -1.373 0.034 0.148
C 1.194 -0.404 0.888
C -0.655 0.255 -0.764
C 0.690 -0.213 -0.332
F 1.394 -0.701 -1.536

Computed properties:
* multiplicity: 1
* LUMO energy: 1.041 eV
* SMILES string: C=C(C)F
* frontier orbital gap: 10.95 eV



b | 2 unconnected molecules or ions with the total composition C3H5F. Source: the Open Molecules 2025 dataset; level of theory: the ωB97M-V functional and the def2-TZVPD basis.

Element x y z (Å)
F 1.487 -0.471 -1.068
C 0.682 0.135 -0.259
H 0.083 1.630 1.014
H -0.966 -1.746 -0.971
C 0.878 1.131 0.533
H -1.045 -1.241 0.867
C -1.173 -0.919 -0.190
H -1.777 -0.068 -0.296
H 1.832 1.549 0.371

Computed properties:
* multiplicity: 1
* LUMO energy: 0.996 eV
* frontier orbital gap: 10.70 eV



Unit: hartree. Relative energies: a 0.0000; b 0.0736.



a | 3 unconnected molecules or ions with the total composition C6H14O2. Source: the Open Molecules 2025 dataset; level of theory: the ωB97M-V functional and the def2-TZVPD basis.

Element x y z (Å)
H -0.833 2.021 0.879
H 1.528 -0.401 2.682
H -2.005 -0.561 -3.232
H -1.352 1.013 2.142
O -2.288 -1.426 -3.487
C 1.508 -0.010 -1.039
C 0.362 0.449 1.148
H -2.358 -2.638 0.219
C -0.605 1.270 1.517
C 0.748 -0.746 1.950
H 1.443 -1.251 1.381
H -0.128 -1.365 2.316
H -3.000 -1.522 -2.787
O -2.642 -1.792 -0.390
H 2.094 -0.774 -0.537
H -2.495 -0.869 0.069
C 1.195 0.992 0.113
C 1.856 2.139 0.151
H 0.560 -0.406 -1.427
H 1.867 2.976 0.847
H 2.065 0.448 -1.832
H 2.479 2.454 -0.682

Computed properties:
* multiplicity: 1
* LUMO energy: 0.401 eV
* SMILES string: C=C(C)C(=C)C.O.O
* frontier orbital gap: 9.66 eV



b | A single C6H14O2 molecule. Source: the Open Molecules 2025 dataset; level of theory: the ωB97M-V functional and the def2-TZVPD basis.

Element x y z (Å)
H 2.459 -0.389 0.548
C 0.492 0.553 0.375
H 0.008 1.428 0.823
O 0.119 -1.831 0.036
C -0.314 -0.698 0.742
H -1.003 -0.376 -2.137
C 1.947 0.522 0.872
C 0.564 0.790 -1.204
H -0.531 1.051 -3.037
C -0.705 0.670 -2.024
H -0.592 -2.490 0.099
O -0.036 -0.966 2.172
H -2.225 -0.685 -0.343
H 0.954 1.808 -1.336
H -1.524 1.252 -1.593
H -2.318 -1.281 1.297
H 1.318 0.118 -1.630
H 0.861 -1.338 2.190
C -1.829 -0.533 0.662
H 1.990 0.571 1.964
H 2.511 1.379 0.486
H -2.146 0.445 1.037

Computed properties:
* multiplicity: 1
* LUMO energy: 0.872 eV
* SMILES string: CC[C@H](C)C(C)(O)O
* frontier orbital gap: 11.13 eV



Unit: hartree. Relative energies: a 0.1096; b 0.0000.



a | A molecular structure, C6H14O2. Source: the Open Molecules 2025 dataset; level of theory: the ωB97M-V functional and the def2-TZVPD basis.

Element x y z (Å)
H 1.292 -1.972 -0.102
C 0.355 -1.421 -0.098
O 0.614 1.231 0.342
H -0.150 -1.645 0.839
H -2.201 -1.072 -0.807
H 1.743 -0.849 2.403
H 2.056 0.911 2.392
H -0.174 -1.723 -0.998
O 2.469 -0.093 0.598
H -0.535 0.980 0.681
C -1.974 0.708 0.363
H -2.107 1.784 0.257
C 1.294 0.199 -0.088
H -0.775 1.382 -1.928
H -2.337 0.966 -2.626
C -1.905 -0.033 -0.801
H 3.410 -0.236 2.367
H -0.996 -0.178 -2.744
H -2.566 0.310 1.178
H 1.564 0.253 -1.148
C 2.394 -0.059 2.017
C -1.471 0.558 -2.096

Computed properties:
* multiplicity: 1
* LUMO energy: 0.219 eV
* frontier orbital gap: 8.84 eV



b | 3 unconnected molecules or ions with the total composition C6H14O2. Source: the Open Molecules 2025 dataset; level of theory: the ωB97M-V functional and the def2-TZVPD basis.

Element x y z (Å)
C -1.728 -0.021 0.387
C -1.608 -1.209 1.303
H 0.929 -0.788 0.454
H -2.009 0.873 0.945
H 0.307 1.681 0.674
H 2.763 1.720 -0.987
O 2.901 0.883 0.918
C 2.644 0.774 -0.451
H -0.885 -1.033 2.104
H -3.661 -0.469 -0.509
C 0.675 -0.154 -0.387
H -2.287 -1.088 -1.405
O 3.476 -0.150 -1.088
H -0.226 1.619 -1.083
H -1.292 -2.102 0.756
C -2.626 -0.240 -0.803
H -2.671 0.638 -1.452
H 0.588 -0.627 -1.357
H -2.562 -1.447 1.796
H 3.842 1.076 1.065
C 0.095 1.078 -0.200
H 3.336 -1.014 -0.679

Computed properties:
* multiplicity: 1
* LUMO energy (spin up / spin down): 0.883 / 0.883 eV
* frontier orbital gap (spin up / spin down): 7.41 / 7.41 eV



Unit: hartree. Relative energies: a 0.0000; b 0.0421.



a | 2 unconnected molecules or ions with the total composition C4H4BrN3. Source: the Open Molecules 2025 dataset; level of theory: the ωB97M-V functional and the def2-TZVPD basis.

Element x y z (Å)
H 2.669 0.163 -0.529
N -0.039 1.405 0.274
C 1.728 0.273 -0.215
N 1.135 1.384 -0.462
Br -1.652 -0.110 1.943
N -1.726 -1.225 -1.369
H 1.263 -0.812 1.650
C -1.998 -0.123 -1.362
C 0.898 -0.590 0.648
H 0.594 -1.387 -0.094
H -2.598 0.733 -1.334
C -0.274 0.289 0.851

Computed properties:
* multiplicity: 1
* LUMO energy: 0.491 eV
* SMILES string: BrC1=NN=CC1.C#N
* frontier orbital gap: 10.37 eV



b | A molecular structure, C4H4BrN3. Source: the Open Molecules 2025 dataset; level of theory: the ωB97M-V functional and the def2-TZVPD basis.

Element x y z (Å)
C 1.387 0.012 -0.381
H 0.466 1.877 -0.725
H 0.426 -0.565 1.847
H 0.268 1.093 1.022
C 0.255 0.923 -0.091
Br -2.446 1.057 -1.403
H 2.502 0.157 -0.088
N -1.730 -1.728 1.353
C -0.855 0.201 -0.809
N 0.926 -1.089 -0.941
N -0.357 -0.903 -1.357
C -0.842 -1.035 1.575

Computed properties:
* multiplicity: 1
* LUMO energy: -0.341 eV
* frontier orbital gap: 9.55 eV



Unit: hartree. Relative energies: a 0.0000; b 0.0625.